This record from the OMol25 dataset describes C5H7NOS as an isolated structure in a non-equilibrium geometry. The level of theory is the ωB97M-V functional and the def2-TZVPD basis.

Structure (ORCA input):
```
! RIJCOSX wB97M-V def2-TZVPD def2/J DEFGRID3
* xyz 0 1
C -2.404 -0.144 0.289
C -1.213 0.588 0.521
C -2.050 -1.388 -0.162
C -0.203 -0.248 0.159
C 2.269 1.440 -0.154
N -0.692 -1.443 -0.224
O 2.621 -1.180 -0.498
S 2.109 -0.269 0.520
H -3.401 0.215 0.451
H -1.137 1.594 0.879
H -2.659 -2.224 -0.443
H 1.644 2.083 0.454
H 1.939 1.450 -1.186
H 3.307 1.753 -0.092
H -0.130 -2.225 -0.514
*
```

Output
orbital gap: 8.507 eV
molar mass: 129.2 g mol⁻¹
LUMO: 0.091 eV

And the natural (NBO) charges, in e, turn out to be: -0.300, -0.368, -0.080, 0.047, -0.817, -0.553, -0.932, 1.215, 0.222, 0.224, 0.212, 0.232, 0.245, 0.229, 0.426

---

This record from the OMol25 dataset describes C2H2BeO3 as an isolated structure in a non-equilibrium geometry. The level of theory is the ωB97M-V functional and the def2-TZVPD basis.

Structure (ORCA input):
```
! RIJCOSX wB97M-V def2-TZVPD def2/J DEFGRID3
* xyz 2 1
H 0.207 -0.976 0.831
O 0.709 1.209 0.635
O -0.702 1.325 0.853
C 0.432 -0.087 0.021
C -1.005 0.170 0.316
Be -2.248 -0.238 -0.417
O 0.991 -0.334 -1.138
H 1.616 -1.070 -1.101
*
```

Output
orbital gap: 8.331 eV
molar mass: 83.0 g mol⁻¹
LUMO: -13.898 eV

And the natural (NBO) charges, in e, turn out to be: 0.301, -0.030, 0.023, 0.356, -0.434, 1.810, -0.580, 0.555

---

This record from the OMol25 dataset describes one molecule with the formula C5H7NO in a non-equilibrium geometry. The level of theory is the ωB97M-V functional and the def2-TZVPD basis.

Structure (ORCA input):
```
! RIJCOSX wB97M-V def2-TZVPD def2/J DEFGRID3
* xyz 0 1
C -1.422 0.942 1.147
C -0.347 -0.057 0.807
O -0.046 -0.976 1.530
C 0.337 0.084 -0.578
C 1.807 -0.346 -0.525
C -0.475 -0.765 -1.461
N -1.176 -1.450 -2.078
H -1.774 0.759 2.164
H -2.260 0.833 0.448
H -1.049 1.968 1.056
H 0.248 1.116 -0.940
H 1.891 -1.288 0.019
H 2.223 -0.466 -1.528
H 2.392 0.413 0.003
*
```

Output
orbital gap: 10.948 eV
molar mass: 97.1 g mol⁻¹
SMILES: CC(=O)[C@@H](C)C#N
LUMO: 0.639 eV

And the natural (NBO) charges, in e, turn out to be: -0.725, 0.618, -0.512, -0.420, -0.592, 0.283, -0.307, 0.245, 0.248, 0.231, 0.248, 0.242, 0.225, 0.218

---

This record from the OMol25 dataset describes one molecule with the formula C21H26ClN5 in a non-equilibrium geometry. The level of theory is the ωB97M-V functional and the def2-TZVPD basis.

Structure (ORCA input):
```
! RIJCOSX wB97M-V def2-TZVPD def2/J DEFGRID3
* xyz 0 1
C 2.569 -0.004 -1.727
C 1.407 0.995 -1.675
N 0.467 0.867 -0.589
C 0.744 1.571 0.647
C 1.874 1.074 1.523
C 1.611 0.260 2.619
C 2.645 -0.190 3.423
C 3.951 0.173 3.146
C 4.219 1.000 2.069
C 3.186 1.453 1.267
C -0.445 -0.258 -0.665
C 0.150 -1.661 -0.659
C -0.210 -2.544 -1.670
C 0.291 -3.833 -1.704
C 1.164 -4.243 -0.711
Cl 1.804 -5.849 -0.748
C 1.529 -3.380 0.309
C 1.017 -2.097 0.333
C -1.477 -0.201 0.411
N -1.379 -0.820 1.567
N -2.486 -0.553 2.240
N -3.259 0.189 1.567
N -2.673 0.450 0.395
C -3.333 1.290 -0.596
C -4.610 1.840 0.042
C -2.408 2.449 -0.976
C -3.703 0.440 -1.816
H 2.220 -0.997 -1.995
H 3.070 -0.064 -0.766
H 3.286 0.322 -2.477
H 1.813 2.009 -1.621
H 0.842 0.916 -2.615
H -0.173 1.577 1.241
H 0.960 2.610 0.364
H 0.593 -0.025 2.843
H 2.426 -0.823 4.270
H 4.758 -0.179 3.772
H 5.235 1.300 1.855
H 3.401 2.116 0.441
H -0.958 -0.154 -1.636
H -0.890 -2.228 -2.449
H 0.008 -4.512 -2.493
H 2.205 -3.710 1.082
H 1.297 -1.430 1.130
H -4.377 2.393 0.947
H -5.284 1.030 0.307
H -5.109 2.503 -0.659
H -2.216 3.074 -0.107
H -1.455 2.097 -1.359
H -2.888 3.058 -1.737
H -4.247 -0.449 -1.504
H -2.825 0.131 -2.376
H -4.341 1.019 -2.479
*
```

Output
orbital gap: 9.029 eV
molar mass: 383.9 g mol⁻¹
SMILES: CCN(Cc1ccccc1)[C@@H](c1ccc(Cl)cc1)c1nnnn1C(C)(C)C
LUMO: 0.566 eV

And the natural (NBO) charges, in e, turn out to be: -0.632, -0.202, -0.459, -0.228, -0.064, -0.222, -0.208, -0.212, -0.229, -0.157, -0.101, -0.049, -0.197, -0.238, -0.025, 0.003, -0.246, -0.118, 0.343, -0.314, -0.062, -0.067, -0.199, 0.128, -0.606, -0.620, -0.610, 0.215, 0.218, 0.209, 0.193, 0.183, 0.209, 0.200, 0.238, 0.216, 0.214, 0.212, 0.198, 0.208, 0.208, 0.227, 0.228, 0.226, 0.228, 0.230, 0.212, 0.219, 0.231, 0.219, 0.223, 0.206, 0.221